# 1
Computed, not measured: the ion C22H34FN6 with charge +1 in a non-equilibrium geometry, with ωB97M-V/def2-TZVPD.

Last columns: bonded neighbours and bond lengths (Å).
Positions of all 63 atoms, in Å:
1 H -1.52 -3.15 3.42  C28 1.080
2 H 4.06 -1.68 -2.59  C23 1.086
3 H -2.55 5.09 -4.25  C18 1.090
4 H 0.55 -1.98 0.70  C11 1.099
5 C -1.32 2.26 -2.70  C31 1.530, H44 1.091, C49 1.527, H56 1.092
6 C -0.07 -4.56 0.71  H14 1.080, C54 1.390, C59 1.384
7 H 4.28 -2.76 -1.21  C23 1.087
8 H 3.31 -0.69 0.98  C27 1.091
9 H -0.55 3.65 -4.16  C49 1.092
10 H -0.77 0.60 2.19  C51 1.091
11 C 1.21 -1.20 1.12  H4 1.099, C27 1.536, C38 1.491, N39 1.487
12 N 1.16 -2.48 3.31  C30 1.441, C38 1.358, N42 1.333
13 C -2.40 -4.21 0.35  C46 1.386, F50 1.339, C59 1.385
14 H 0.89 -4.92 0.36  C6 1.080
15 H -2.55 5.89 -1.88  C63 1.090
16 H -1.32 -0.66 1.07  C51 1.092
17 C 0.61 2.54 0.54  H32 1.089, C33 1.544, H47 1.099, N60 1.453
18 C -2.43 4.38 -3.43  H3 1.090, H37 1.092, C49 1.526, C63 1.526
19 H -2.06 0.90 -0.51  C29 1.090
20 H -1.11 -5.11 -1.09  C59 1.078
21 H -1.24 4.63 -0.19  C48 1.092
22 H -3.51 -3.33 1.96  C46 1.078
23 C 4.04 -1.74 -1.50  H2 1.086, H7 1.087, H26 1.087, C45 1.525
24 H 2.37 1.27 0.62  C33 1.089
25 H 1.49 1.35 2.17  C33 1.091
26 H 4.80 -1.08 -1.11  C23 1.087
27 C 2.62 -1.41 0.54  H8 1.091, C11 1.536, C45 1.530, H53 1.092
28 C -1.42 -3.56 2.43  H1 1.080, C46 1.382, C54 1.392
29 C -1.42 1.36 0.24  H19 1.090, H34 1.099, C51 1.542, N60 1.453
30 C 1.03 -3.85 2.87  N12 1.441, C54 1.508, H57 1.094, H62 1.094
31 C -0.72 2.99 -1.50  C5 1.530, H41 1.096, C48 1.531, N60 1.465
32 H 1.30 3.24 0.06  C17 1.089
33 C 1.39 1.32 1.08  C17 1.544, H24 1.089, H25 1.091, N39 1.486
34 H -2.02 2.04 0.85  C29 1.099
35 H 0.58 0.15 -0.32  N39 1.033
36 H 2.44 -0.33 -1.33  C45 1.093
37 H -3.42 3.99 -3.19  C18 1.092
38 C 1.21 -1.32 2.60  C11 1.491, N12 1.358, N58 1.316
39 N 0.62 0.11 0.71  C11 1.487, C33 1.486, H35 1.033, C51 1.481
40 H -2.63 3.69 -0.77  C48 1.092
41 H 0.22 3.45 -1.83  C31 1.096
42 N 1.19 -2.14 4.59  N12 1.333, N43 1.259
43 N 1.25 -0.88 4.67  N42 1.259, N58 1.325
44 H -2.29 1.83 -2.44  C5 1.091
45 C 2.66 -1.34 -0.98  C23 1.525, C27 1.530, H36 1.093, H61 1.093
46 C -2.54 -3.66 1.62  C13 1.386, H22 1.078, C28 1.382
47 H 0.11 3.07 1.36  C17 1.099
48 C -1.66 4.11 -1.05  H21 1.092, C31 1.531, H40 1.092, C63 1.527
49 C -1.52 3.24 -3.85  C5 1.527, H9 1.092, C18 1.526, H55 1.091
50 F -3.47 -4.28 -0.45  C13 1.339
51 C -0.78 0.29 1.15  H10 1.091, H16 1.092, C29 1.542, N39 1.481
52 H -0.91 5.56 -2.46  C63 1.092
53 H 2.95 -2.40 0.85  C27 1.092
54 C -0.18 -4.00 1.98  C6 1.390, C28 1.392, C30 1.508
55 H -1.95 2.72 -4.71  C49 1.091
56 H -0.66 1.45 -3.01  C5 1.092
57 H 0.93 -4.44 3.78  C30 1.094
58 N 1.26 -0.33 3.47  C38 1.316, N43 1.325
59 C -1.18 -4.67 -0.11  C6 1.384, C13 1.385, H20 1.078
60 N -0.33 2.04 -0.45  C17 1.453, C29 1.453, C31 1.465
61 H 1.91 -2.02 -1.40  C45 1.093
62 H 1.94 -4.16 2.35  C30 1.094
63 C -1.87 5.10 -2.20  H15 1.090, C18 1.526, C48 1.527, H52 1.092

Output
Relative energy (zero: lowest compared OMol25 entry of this formula, charge and spin): 8.6 kJ/mol
Total charge: +1
HOMO level: -0.4461 hartree
LUMO energy: -2.271 eV
SMILES: CCC[C@@H](c1nnnn1Cc1ccc(F)cc1)[NH+]1CCN(C2CCCCC2)CC1

=====

# 2
Computed, not measured: an isolated molecule of C6H15N3 in a non-equilibrium geometry, with ωB97M-V/def2-TZVPD.

Last columns: bonded neighbours and bond lengths (Å).
Positions of all 24 atoms, in Å:
1 H -2.87 1.35 0.72  C11 1.093
2 C -1.25 -0.08 0.61  C5 1.738, C11 1.514, N19 1.762, N22 1.308
3 H 2.06 -1.32 0.89  C23 1.087
4 H -2.74 0.51 -0.84  C11 1.089
5 C -0.20 -0.77 -0.59  C2 1.738, H6 1.090, C8 1.490, N14 1.441
6 H -0.62 -0.58 -1.58  C5 1.090
7 H 0.23 1.77 -1.47  C13 1.088
8 C 0.96 0.12 -0.28  C5 1.490, C13 1.510, N19 1.782, C23 1.508
9 H 1.64 0.94 -2.13  C13 1.093
10 H 0.26 1.72 1.47  N19 1.018
11 C -2.17 0.95 -0.02  H1 1.093, C2 1.514, H4 1.089, H16 1.090
12 H 2.95 0.20 0.53  C23 1.091
13 C 1.17 1.29 -1.21  H7 1.088, C8 1.510, H9 1.093, H24 1.090
14 N 0.01 -2.16 -0.30  C5 1.441, H18 1.012, H21 1.025
15 H 2.69 -1.05 -0.72  C23 1.092
16 H -1.61 1.79 -0.43  C11 1.090
17 H -2.70 -1.00 1.53  N22 1.018
18 H -0.52 -2.75 -0.93  N14 1.012
19 N 0.19 0.74 1.20  C2 1.762, C8 1.782, H10 1.018, H20 1.017
20 H 0.42 0.14 1.99  N19 1.017
21 H -0.32 -2.36 0.65  N14 1.025
22 N -1.68 -0.95 1.49  C2 1.308, H17 1.018
23 C 2.25 -0.55 0.15  H3 1.087, C8 1.508, H12 1.091, H15 1.092
24 H 1.82 2.04 -0.75  C13 1.090

Output
Relative energy (zero: lowest compared OMol25 entry of this formula, charge and spin): 271.3 kJ/mol
Total charge: 0
HOMO level: -0.2640 hartree
LUMO energy: 0.751 eV